{"formula": "C30H35ClN9", "method": "the ωB97M-V functional and the def2-TZVPD basis", "multiplicity": 1, "energy_ev": -57603.49050, "fmax_ev_per_a": 3.77, "total_charge": 1, "symbols": ["C", "C", "Cl", "C", "N", "C", "N", "C", "N", "N", "H", "H", "H", "H", "H", "H", "H", "H", "H", "H", "N", "C", "C", "C", "C", "C", "H", "H", "H", "H", "H", "N", "C", "C", "C", "C", "C", "H", "H", "H", "H", "H", "N", "C", "C", "C", "C", "C", "H", "H", "H", "H", "H", "N", "C", "C", "C", "C", "C", "H", "H", "H", "H", "H", "N", "C", "C", "C", "C", "C", "H", "H", "H", "H", "H"], "xyz": [[2.0214, -0.3381, -0.1484], [3.4687, 0.2828, -0.3335], [4.0791, -0.2116, -1.9400], [4.4204, -0.1780, 0.8492], [3.5946, -0.1983, 2.0711], [3.0833, -1.1752, 2.7843], [2.3557, -0.6291, 3.8061], [2.4776, 0.6937, 3.6431], [1.9359, 1.6753, 4.3638], [3.2662, 1.0119, 2.5573], [2.0930, -1.4129, 0.1328], [1.4653, -0.2678, -1.1013], [1.4725, 0.1553, 0.6823], [3.3381, 1.3783, -0.2086], [5.2247, 0.5829, 0.9214], [4.8406, -1.1822, 0.6615], [3.2393, -2.2244, 2.5224], [2.2843, 2.6233, 4.3260], [1.1922, 1.4539, 5.0156], [3.5299, 1.9286, 2.2167], [-1.4902, -3.8903, -0.7372], [-1.2249, -5.1036, -0.2451], [-0.0648, -5.8116, -0.5195], [0.8755, -5.2304, -1.3551], [0.6209, -3.9731, -1.8787], [-0.5700, -3.3496, -1.5392], [-1.9911, -5.5193, 0.4019], [0.0971, -6.7912, -0.0901], [1.7950, -5.7505, -1.5954], [1.3309, -3.4867, -2.5363], [-0.8128, -2.3633, -1.9217], [1.4906, 3.3726, -0.4760], [0.6073, 3.3829, -1.4785], [-0.7434, 3.6480, -1.3135], [-1.2095, 3.9151, -0.0365], [-0.3121, 3.9094, 1.0196], [1.0171, 3.6359, 0.7461], [1.0171, 3.1655, -2.4589], [-1.4124, 3.6447, -2.1632], [-2.2599, 4.1259, 0.1363], [-0.6384, 4.1134, 2.0314], [1.7579, 3.6244, 1.5432], [-6.3722, -1.4479, 1.5090], [-6.1125, -2.6601, 2.0043], [-4.9547, -3.3732, 1.7311], [-4.0124, -2.7983, 0.8925], [-4.2628, -1.5419, 0.3660], [-5.4505, -0.9129, 0.7051], [-6.8801, -3.0699, 2.6522], [-4.7963, -4.3525, 2.1635], [-3.0941, -3.3199, 0.6512], [-3.5519, -1.0602, -0.2931], [-5.6886, 0.0734, 0.3194], [-4.0927, 4.8828, 1.5436], [-3.7388, 6.0730, 2.0378], [-4.3368, 6.6585, 3.1417], [-5.3646, 5.9742, 3.7703], [-5.7503, 4.7392, 3.2753], [-5.0849, 4.2404, 2.1670], [-2.9321, 6.5728, 1.5108], [-4.0069, 7.6248, 3.4991], [-5.8590, 6.3983, 4.6356], [-6.5487, 4.1752, 3.7380], [-5.3499, 3.2764, 1.7461], [3.1519, -2.9999, -5.1373], [3.9656, -2.1953, -4.4490], [5.2547, -1.8778, -4.8462], [5.7311, -2.4292, -6.0249], [4.9054, -3.2682, -6.7548], [3.6306, -3.5185, -6.2702], [3.5468, -1.7917, -3.5320], [5.8697, -1.2168, -4.2489], [6.7335, -2.2075, -6.3704], [5.2413, -3.7180, -7.6793], [2.9472, -4.1660, -6.8088]], "mulliken_charge": [-1.37, 0.39, -0.15, -0.97, 0.21, 0.16, -0.60, 0.56, -0.36, -0.23, 0.36, 0.54, 0.21, 0.25, 0.29, 0.46, 0.40, 0.23, 0.25, 0.31, -0.32, -0.14, -0.63, -0.32, -0.40, -0.40, 0.33, 0.37, 0.43, 0.55, 0.44, -0.41, -0.28, -0.67, 0.06, -0.43, -0.31, 0.40, 0.41, 0.54, 0.40, 0.36, -0.56, -0.30, -0.38, 0.35, -0.50, -0.33, 0.36, 0.36, 0.30, 0.39, 0.38, -0.32, -0.10, -0.61, -0.13, -0.57, -0.27, 0.40, 0.36, 0.38, 0.37, 0.44, -0.42, 0.43, -0.22, -0.43, -0.33, -0.33, -0.06, 0.31, 0.37, 0.37, 0.37]}

---

{"formula": "C35H33N3", "method": "the ωB97M-V functional and the def2-TZVPD basis", "multiplicity": 1, "energy_ev": -41297.84720, "relative_energy_kj_mol": 0.00, "fmax_ev_per_a": 2.63, "symbols": ["C", "C", "C", "C", "C", "N", "C", "C", "N", "C", "C", "C", "C", "C", "C", "C", "C", "H", "H", "H", "H", "H", "H", "H", "H", "H", "H", "H", "C", "C", "C", "C", "C", "N", "C", "C", "C", "C", "C", "C", "C", "C", "C", "C", "C", "C", "C", "C", "C", "H", "H", "H", "H", "H", "H", "H", "H", "H", "H", "H", "H", "H", "H", "H", "H", "H", "H", "H", "H", "H", "H"], "xyz": [[-4.6485, -0.9627, 2.0303], [-3.9718, -2.1455, 2.3522], [-2.5768, -2.1680, 2.3842], [-1.8201, -1.0047, 2.1044], [-0.3358, -0.9749, 2.1697], [0.2436, 0.1967, 2.2889], [1.3725, 0.8362, 2.3829], [1.4029, 2.2453, 2.2794], [1.5644, 3.3936, 2.1228], [0.4148, -2.2497, 2.0519], [-0.0701, -3.3114, 1.2486], [0.6183, -4.5161, 1.1453], [1.8137, -4.6900, 1.8509], [2.3472, -3.6235, 2.5843], [1.6588, -2.4092, 2.6855], [-2.5157, 0.1757, 1.7967], [-3.9136, 0.1949, 1.7211], [-5.7410, -0.9386, 2.0210], [-4.5340, -3.0534, 2.5814], [-2.0674, -3.0962, 2.6308], [2.3568, 0.3338, 2.4114], [-1.0013, -3.1802, 0.7001], [0.2298, -5.3113, 0.5137], [2.3343, -5.6455, 1.8117], [3.3026, -3.7335, 3.0971], [2.0486, -1.5963, 3.2990], [-1.9364, 1.0751, 1.5974], [-4.4233, 1.1118, 1.4172], [1.7406, 7.5786, 4.8674], [0.8329, 6.4435, 5.3444], [-0.2980, 7.0344, 6.1894], [0.2489, 5.6886, 4.1543], [1.6538, 5.4848, 6.1812], [1.5045, 5.4100, 7.5154], [2.4570, 4.5600, 8.0782], [3.2568, 4.0604, 7.0413], [4.2910, 3.1757, 7.3669], [4.4724, 2.7913, 8.7060], [3.6080, 3.2630, 9.7113], [2.5920, 4.1819, 9.4068], [2.7589, 4.6659, 5.7980], [3.3059, 4.4512, 4.5314], [4.7109, 4.3534, 4.3001], [5.6615, 4.8684, 5.2227], [7.0229, 4.6931, 5.0288], [7.4940, 3.9945, 3.9064], [8.9552, 3.7058, 3.7338], [6.5767, 3.5611, 2.9340], [5.2174, 3.7550, 3.1112], [2.5761, 7.2102, 4.2622], [1.1687, 8.2950, 4.2625], [2.1559, 8.1253, 5.7236], [-0.9550, 6.2555, 6.5885], [0.0822, 7.6452, 7.0155], [-0.9111, 7.6901, 5.5615], [-0.3061, 4.8119, 4.5129], [-0.4426, 6.3326, 3.5919], [1.0159, 5.3341, 3.4626], [0.7986, 5.8949, 8.0613], [4.9471, 2.8181, 6.5738], [5.2847, 2.1068, 8.9593], [3.7318, 2.9042, 10.7310], [1.9023, 4.5822, 10.1465], [2.6733, 4.4398, 3.6631], [5.3115, 5.4335, 6.0904], [7.7340, 5.1155, 5.7456], [9.1231, 3.2554, 2.7515], [9.5593, 4.6163, 3.8033], [9.3162, 3.0131, 4.5018], [6.9445, 3.0764, 2.0247], [4.4837, 3.4320, 2.3695]], "mulliken_charge": [-0.40, -0.72, -0.43, 0.45, -0.11, -0.32, -0.47, 0.40, -0.67, 0.56, -0.37, -0.70, -0.44, -0.59, -0.43, -0.43, -0.51, 0.34, 0.35, 0.51, 0.28, 0.59, 0.37, 0.35, 0.35, 0.38, 0.40, 0.35, -1.61, 2.08, -2.13, -1.70, -0.90, 0.08, -0.18, 0.17, -0.14, -0.88, -0.53, -0.82, 1.53, -0.12, 0.26, -0.33, -0.78, 1.17, -1.41, -0.84, -0.62, 0.33, 0.44, 0.38, 0.41, 0.43, 0.42, 0.36, 0.44, 0.47, 0.28, 0.57, 0.40, 0.39, 0.39, 0.20, 0.46, 0.39, 0.35, 0.35, 0.31, 0.31, 0.51]}

---

{"formula": "C3H6ClNSi", "method": "the ωB97M-V functional and the def2-TZVPD basis", "multiplicity": 1, "energy_ev": -25096.41139, "relative_energy_kj_mol": 340.39, "fmax_ev_per_a": 3.13, "symbols": ["C", "C", "C", "N", "Si", "Cl", "H", "H", "H", "H", "H", "H"], "xyz": [[-1.8912, 1.9482, 0.7483], [-0.0181, -0.4802, -1.8323], [0.4914, -0.6718, 1.4514], [-2.8138, 2.5587, 1.0966], [0.6242, 0.2747, -0.1386], [2.4826, 1.0665, -0.5421], [-1.0406, 0.0038, -1.9486], [0.8016, -0.3510, -2.5573], [-0.2016, -1.4826, -1.4699], [0.1745, -1.7146, 1.3571], [1.5492, -0.8073, 1.6560], [-0.1582, -0.3444, 2.1794]], "nbo_charge": [-0.13, -1.10, -1.18, -0.56, 1.69, -0.34, 0.29, 0.26, 0.25, 0.28, 0.26, 0.30]}

---

{"formula": "C3HCl3O", "method": "the ωB97M-V functional and the def2-TZVPD basis", "multiplicity": 1, "energy_ev": -42739.67995, "relative_energy_kj_mol": 169.86, "fmax_ev_per_a": 5.87, "symbols": ["C", "C", "C", "O", "Cl", "Cl", "Cl", "H"], "xyz": [[0.7468, -0.2934, 0.1026], [0.3737, 0.9808, -0.4949], [-0.7353, -0.5369, 0.1962], [-0.9900, 0.7536, -0.3627], [2.1447, -1.1543, 0.4490], [1.0447, 2.3044, -1.2371], [-1.4432, -0.7324, 1.7959], [-1.1414, -1.3217, -0.4491]], "nbo_charge": [-0.23, 0.22, 0.06, -0.48, 0.09, 0.13, -0.01, 0.22]}

---

Short version: HOMO-LUMO gap = 7.79; 2.59; 7.77; 9.40 eV, in the order given.